DFT (ωB97M-V/def2-TZVPD) results for an isolated ion of composition C2H4NO and charge +1.

The gap between HOMO and LUMO comes out at 10.661 eV. The value obtained for the largest force on an atom is 1.79 eV/A. Its spin multiplicity is 1. The calculation puts the molecular weight at 58.1 g mol⁻¹. The calculation puts the total energy at -5666.2739 eV. The SMILES is [NH3+]C#CO. As for the total charge: +1.

Element x y z (Å)
C  -0.39  0.24  0.24
C  -1.39  0.54  0.82
N  0.80  -0.06  -0.45
O  -2.41  0.97  1.44
H  1.10  -1.03  -0.23
H  1.54  0.59  -0.16
H  0.65  0.02  -1.47
H  -3.05  0.30  1.72